Entry A
The following is a quantum chemistry calculation of a cluster of 5 separate species, C7H21NO4 in total, from OMol25.

Output
Highest occupied orbital energy ... -9.09 eV
Gap between HOMO and LUMO ... 9.17 eV
Charge ... 0

Positions of all 33 atoms, in Å:
C -3.22 -0.02 2.55
C -2.09 -1.03 2.31
C -2.38 -1.92 1.05
C -1.39 -1.75 -0.07
C -0.62 -2.72 -0.57
C 0.32 -2.48 -1.68
C 1.18 -1.46 -1.68
N -0.82 -0.30 2.24
H -3.33 0.22 3.61
H -4.14 -0.38 2.11
H -2.92 0.91 2.06
H -1.98 -1.69 3.16
H -3.35 -1.66 0.63
H -2.30 -2.97 1.33
H -1.36 -0.81 -0.62
H -0.71 -3.74 -0.21
H 0.29 -3.13 -2.54
H 1.29 -0.70 -0.91
H 1.89 -1.37 -2.49
H -0.91 0.39 1.51
H -0.07 -0.94 2.00
H 3.31 1.35 -2.28
H 4.17 0.18 -1.76
O 3.84 0.59 -2.56
H -1.55 2.45 -0.77
H -1.26 1.43 0.30
O -0.91 2.24 -0.07
H 2.44 3.90 0.21
H 2.85 2.49 0.10
O 2.95 3.24 0.70
H 0.62 2.66 -1.88
H 1.99 3.32 -1.96
O 1.56 2.46 -1.83



Entry B
The following is a quantum chemistry calculation of a cluster of 5 separate species, C7H21NO4 in total, from OMol25.

Output
Highest occupied orbital energy ... -8.63 eV
Gap between HOMO and LUMO ... 8.71 eV
Charge ... 0

Positions of all 33 atoms, in Å:
C -0.96 1.56 1.38
C -0.19 1.01 0.12
C -0.13 -0.51 0.12
C -0.98 -1.38 0.70
C 1.11 -1.04 -0.65
C 2.41 -0.26 -0.35
C 2.81 -0.08 0.95
N -2.30 1.89 1.08
H -0.79 0.85 2.36
H -0.43 2.42 1.92
H 0.88 1.24 0.13
H -0.70 1.38 -0.84
H -1.97 -1.05 1.20
H -1.07 -2.39 0.77
H 1.36 -2.16 -0.62
H 1.03 -0.86 -1.80
H 2.94 0.06 -1.16
H 2.47 -0.75 1.77
H 3.57 0.56 1.42
H -2.58 2.81 1.54
H -2.97 1.14 0.85
H 1.60 -1.92 1.98
H 0.51 -2.20 3.11
O 1.20 -2.58 2.61
H -0.69 -1.87 -3.75
H -0.49 -0.40 -3.99
O 0.03 -1.30 -4.06
H 1.31 3.13 -1.80
H 1.51 3.69 -0.27
O 1.99 3.27 -1.11
H -3.46 -1.34 -1.99
H -3.42 -1.87 -0.57
O -3.60 -1.05 -1.05



Most stable pick: entry A. Distance to second place: 260.1 kJ/mol.



Entry A
The following is a quantum chemistry calculation of a cluster of 2 separate species, C2H5NO2S in total, from OMol25.

Output
Highest occupied orbital energy (spin up / spin down) ... -6.65 / -9.48 eV
Gap between HOMO and LUMO (spin up / spin down) ... 7.22 / 5.92 eV
Charge ... 0
Multiplicity ... 3

Positions of all 11 atoms, in Å:
C -0.58 -0.96 -1.31
C 0.05 0.98 0.34
N 0.80 0.21 1.38
O 1.39 -0.78 1.02
O 0.63 0.64 2.50
S -1.38 0.09 -0.10
H 0.16 -1.65 -0.74
H -0.24 -0.34 -2.10
H -1.17 -1.69 -1.75
H 0.81 1.37 -0.35
H -0.47 2.14 1.11



Entry B
The following is a quantum chemistry calculation of a cluster of 2 separate species, C2H5NO2S in total, from OMol25.

Output
Highest occupied orbital energy (spin up / spin down) ... -7.01 / -9.36 eV
Gap between HOMO and LUMO (spin up / spin down) ... 7.78 / 7.20 eV
Charge ... 0
Multiplicity ... 3

Positions of all 11 atoms, in Å:
C 1.15 -1.28 -0.73
C -2.45 0.95 -0.26
N 1.44 -0.22 -0.09
O 1.48 0.93 -0.49
O 1.70 -0.47 1.24
S -2.36 -0.53 0.36
H 0.73 -2.20 -0.43
H 1.00 -1.26 -1.76
H -1.69 1.23 -0.96
H -3.27 1.62 0.04
H 2.05 0.36 1.64



Most stable pick: entry B. Distance to second place: 159.1 kJ/mol.



Entry A
The following is a quantum chemistry calculation of a cluster of 2 separate species, C5H6ClN in total, from OMol25.

Output
Highest occupied orbital energy ... -10.44 eV
Gap between HOMO and LUMO ... 10.85 eV
Charge ... 0

Positions of all 13 atoms, in Å:
C -2.53 0.61 0.83
C -0.93 -1.15 -0.07
C -1.76 -0.36 0.33
C -0.08 -2.14 -0.77
C 1.56 1.74 0.04
N -3.07 1.46 1.43
Cl 1.97 1.41 1.72
H 2.11 0.95 -0.51
H -0.13 -3.18 -0.39
H 0.90 -1.73 -0.58
H -0.25 -2.01 -1.91
H 1.76 2.81 -0.12
H 0.44 1.59 -0.01



Entry B
The following is a quantum chemistry calculation of a structure of composition C5H6ClN, from OMol25.

Output
Highest occupied orbital energy ... -8.75 eV
Gap between HOMO and LUMO ... 9.23 eV
Charge ... 0

Positions of all 13 atoms, in Å:
C 0.79 1.86 -0.03
C 0.07 0.74 0.11
C 1.98 0.20 -0.05
C -0.99 -1.45 -0.04
C -1.25 0.05 -0.02
N 2.21 1.46 -0.07
Cl 2.82 -1.23 -0.08
H 0.59 2.97 0.12
H 0.01 -1.84 -0.57
H -1.79 -1.89 -0.51
H -0.95 -1.70 1.17
H -1.80 0.28 0.82
H -1.68 0.54 -0.85



Entry C
The following is a quantum chemistry calculation of the molecule C5H6ClN, from OMol25.

Output
Highest occupied orbital energy ... -8.98 eV
Gap between HOMO and LUMO ... 9.54 eV
Charge ... 0

Positions of all 13 atoms, in Å:
C 1.00 -0.11 0.14
C -0.49 0.12 -0.05
C -1.27 -0.95 -0.01
C -0.79 1.49 -0.05
C -1.04 2.67 -0.11
H 2.07 -1.87 0.73
H 1.91 -1.46 -1.25
H 1.14 0.11 1.21
H 1.60 0.71 -0.31
H -0.93 -1.94 -0.04
H -1.55 3.61 -0.04
N 1.41 -1.48 -0.18
Cl -3.06 -0.92 -0.03



Entry D
The following is a quantum chemistry calculation of the molecule C5H6ClN, from OMol25.

Output
Highest occupied orbital energy ... -10.10 eV
Gap between HOMO and LUMO ... 10.55 eV
Charge ... 0

Positions of all 13 atoms, in Å:
C 2.43 1.07 -0.12
C -0.91 -0.16 -0.37
C 0.28 -0.12 0.20
C -2.18 -0.17 0.36
C 1.60 -0.07 -0.48
N 2.95 2.04 0.18
Cl 2.51 -1.58 0.10
H -0.97 -0.08 -1.48
H 0.36 -0.22 1.30
H -2.30 0.66 1.08
H -1.98 -1.13 1.02
H -3.19 -0.22 -0.19
H 1.40 -0.01 -1.58



Most stable pick: entry D. Distance to second place: 106.5 kJ/mol.



Entry A
The following is a quantum chemistry calculation of the molecule C5H6ClN, from OMol25.

Output
Highest occupied orbital energy (spin up / spin down) ... -7.40 / -7.48 eV
Gap between HOMO and LUMO (spin up / spin down) ... 6.76 / 7.72 eV
Charge ... 0

Positions of all 13 atoms, in Å:
C -1.07 -0.04 0.28
C -1.00 -0.97 -0.86
C -0.27 0.97 0.54
C 1.42 -1.07 -0.94
C 0.33 1.77 1.58
N 0.23 -1.47 -1.33
Cl 2.69 -1.71 -1.91
H -2.10 -0.18 0.67
H -1.90 -1.63 -0.96
H 1.18 2.33 1.15
H -0.17 2.71 1.65
H 0.63 1.23 2.42
H 0.03 -1.94 -2.30



Entry B
The following is a quantum chemistry calculation of a structure of composition C5H6ClN, from OMol25.

Output
Highest occupied orbital energy ... -9.18 eV
Gap between HOMO and LUMO ... 10.15 eV
Charge ... 0

Positions of all 13 atoms, in Å:
C 0.80 -0.19 0.00
C 0.30 1.23 0.40
C -0.15 0.17 -1.27
C -1.54 0.21 -0.58
C -1.22 0.88 0.53
H 1.87 -0.17 -0.27
H 0.83 1.88 1.10
H 1.26 1.79 -1.36
H -0.16 -0.26 -2.28
H -2.48 -0.13 -1.03
H -1.93 1.24 1.29
N 0.33 1.56 -1.03
Cl 0.54 -1.71 0.90



Most stable pick: entry B. Distance to second place: 375.5 kJ/mol.



Entry A
The following is a quantum chemistry calculation of the molecule C4H9NS, from OMol25.

Output
Highest occupied orbital energy (spin up / spin down) ... -5.69 / -8.27 eV
Gap between HOMO and LUMO (spin up / spin down) ... 6.49 / 6.00 eV
Charge ... 0
Multiplicity ... 3

Positions of all 15 atoms, in Å:
C 1.37 0.10 1.17
C 0.09 -0.89 -1.74
C -1.11 0.37 1.38
C -0.21 0.44 -0.94
N -0.14 -0.01 0.38
S 2.63 0.69 0.41
H 1.22 -0.38 2.18
H 0.21 -0.73 -2.83
H 1.03 -1.23 -1.26
H -0.58 -1.70 -1.59
H -1.57 -0.55 1.85
H -0.69 0.84 2.20
H -1.92 0.95 0.95
H 0.74 0.99 -1.07
H -1.04 1.11 -1.09



Entry B
The following is a quantum chemistry calculation of a cluster of 2 separate species, C4H9NS in total, from OMol25.

Output
Highest occupied orbital energy (spin up / spin down) ... -6.13 / -9.01 eV
Gap between HOMO and LUMO (spin up / spin down) ... 6.99 / 6.34 eV
Charge ... 0
Multiplicity ... 3

Positions of all 15 atoms, in Å:
C -3.08 0.42 0.29
C -3.44 -0.71 1.09
C 2.01 0.42 -1.35
C 2.19 -0.52 -0.22
N -3.07 0.29 1.78
S 1.72 0.14 1.43
H -2.06 0.50 -0.12
H -3.92 1.09 -0.19
H 2.86 0.96 1.59
H -3.79 -1.73 1.11
H 2.92 0.82 -1.61
H 1.85 -0.20 -2.22
H 1.16 1.10 -1.31
H 3.13 -1.13 -0.15
H 1.53 -1.45 -0.14



Most stable pick: entry A. Distance to second place: 246.1 kJ/mol.



Entry A
The following is a quantum chemistry calculation of the ion C7H10N with charge +1, from OMol25.

Output
Highest occupied orbital energy ... -13.69 eV
Gap between HOMO and LUMO ... 10.09 eV
Charge ... +1

Positions of all 18 atoms, in Å:
C -2.22 -0.71 -0.71
C -2.54 -0.43 0.69
C 3.84 0.00 0.06
C 1.33 -0.55 -0.14
C 0.22 0.05 0.53
C 2.57 -0.17 0.12
C -1.23 -0.04 0.09
N -0.55 1.28 -0.15
H -2.16 -1.79 -0.93
H -2.63 -0.06 -1.53
H -3.38 0.34 0.72
H -2.48 -1.20 1.50
H 4.20 0.65 -0.68
H 4.48 -0.15 0.88
H 1.23 -1.15 -0.98
H 0.49 0.32 1.50
H -0.95 2.18 0.18
H -0.22 1.43 -1.15



Entry B
The following is a quantum chemistry calculation of the ion C7H10N with charge +1, from OMol25.

Output
Highest occupied orbital energy ... -14.15 eV
Gap between HOMO and LUMO ... 9.60 eV
Charge ... +1

Positions of all 18 atoms, in Å:
C 0.62 -1.26 -0.46
C -0.66 1.03 0.67
C 1.44 -0.30 -0.04
C -0.39 -1.02 0.61
C 0.47 0.24 1.12
C 2.61 0.49 -0.45
C -2.62 -0.09 -0.53
N -1.37 0.05 0.19
H 0.60 -2.00 -1.31
H -0.98 2.03 0.56
H -0.81 -1.74 1.19
H 0.92 0.37 2.13
H 2.41 1.58 -0.42
H 2.98 0.31 -1.49
H 3.57 0.55 0.26
H -2.97 0.96 -0.71
H -3.28 -0.52 0.15
H -2.54 -0.67 -1.49



Most stable pick: entry B. Distance to second place: 134.1 kJ/mol.



Entry A
The following is a quantum chemistry calculation of the ion C7H10N with charge +1, from OMol25.

Output
Highest occupied orbital energy ... -13.31 eV
Gap between HOMO and LUMO ... 9.28 eV
Charge ... +1

Positions of all 18 atoms, in Å:
C 0.51 0.56 -0.77
C -1.32 0.23 0.16
C -0.77 -0.30 -1.29
C -0.03 -0.55 0.05
C -0.74 1.29 -0.62
C 1.62 -1.61 1.58
C 0.60 -1.80 0.47
N -1.35 2.51 -1.18
H 1.39 0.56 -1.42
H -2.12 0.09 0.90
H 2.23 -0.67 1.53
H 2.26 -2.51 1.52
H 1.02 -1.72 2.52
H -0.13 -2.63 0.55
H 1.29 -2.01 -0.34
H -2.28 2.67 -0.69
H -1.45 2.71 -2.20
H -0.71 3.17 -0.76



Entry B
The following is a quantum chemistry calculation of the ion C7H10N with charge +1, from OMol25.

Output
Highest occupied orbital energy (spin up / spin down) ... -14.67 / -14.67 eV
Gap between HOMO and LUMO (spin up / spin down) ... 8.61 / 8.61 eV
Charge ... +1

Positions of all 18 atoms, in Å:
C -0.85 1.07 -1.26
C -2.10 1.16 -1.61
C -2.85 0.29 -0.95
C 0.38 -1.14 -0.78
C 0.78 -0.15 0.29
C 0.62 -0.44 1.79
C 1.93 0.74 0.21
N -0.32 0.15 -0.58
H -3.67 0.64 -0.34
H -3.33 -0.49 -1.51
H 1.14 -1.13 -1.60
H -0.24 -2.05 -0.60
H -0.29 -1.07 2.09
H 0.52 0.57 2.26
H 1.62 -0.87 2.05
H 2.83 0.13 0.62
H 1.73 1.62 0.83
H 2.10 0.98 -0.91



Most stable pick: entry A. Distance to second place: 151.2 kJ/mol.



Entry A
The following is a quantum chemistry calculation of a cluster of 2 separate species, C3H6IPS in total, from OMol25.

Output
Highest occupied orbital energy ... -8.37 eV
Gap between HOMO and LUMO ... 8.15 eV
Charge ... 0

Positions of all 12 atoms, in Å:
C -1.73 -1.61 -0.50
C 1.78 1.91 -0.27
C 2.09 0.97 0.61
P -2.47 -0.63 0.63
S -1.78 -3.34 -0.37
I -2.00 1.61 -0.17
H -1.19 -1.28 -1.37
H 1.45 1.69 -1.27
H -2.46 -3.39 0.77
H 1.84 2.95 -0.01
H 2.44 1.20 1.60
H 2.04 -0.08 0.35



Entry B
The following is a quantum chemistry calculation of the molecule C3H6IPS, from OMol25.

Output
Highest occupied orbital energy ... -8.30 eV
Gap between HOMO and LUMO ... 6.82 eV
Charge ... 0

Positions of all 12 atoms, in Å:
C 1.67 1.02 0.03
C -2.22 -0.35 -0.26
C -0.78 -0.41 0.25
P -0.02 1.29 0.04
S 2.64 -0.45 0.19
I 5.12 -0.21 0.00
H 2.27 1.92 -0.08
H -2.23 -0.11 -1.32
H -2.72 -1.30 -0.11
H -2.78 0.42 0.26
H -0.19 -1.15 -0.30
H -0.76 -0.67 1.31



Most stable pick: entry B. Distance to second place: 24.0 kJ/mol.